No. 1
{
  "formula": "C4H10N2S",
  "method": "ωB97M-V with the def2-TZVPD basis set",
  "homo_lumo_gap_ev": 9.817,
  "fmax_ev_per_a": 3.08,
  "homo_ev": -9.10,
  "smiles": "C/N=C(/CS)NC",
  "species": ["C", "N", "C", "C", "S", "N", "C", "H", "H", "H", "H", "H", "H", "H", "H", "H", "H"],
  "coordinates": [[1.950, -0.989, 0.172], [0.568, -1.401, 0.264], [-0.312, -0.568, -0.241], [-1.755, -0.982, -0.445], [-3.132, -0.048, 0.194], [-0.006, 0.718, -0.749], [0.656, 1.689, 0.225], [2.592, -1.859, 0.099], [2.214, -0.508, 1.145], [2.098, -0.320, -0.795], [-1.972, -1.014, -1.475], [-1.876, -2.025, -0.098], [-2.680, 0.114, 1.533], [-0.824, 1.173, -1.106], [0.230, 1.705, 1.299], [0.519, 2.698, -0.220], [1.730, 1.616, 0.198]],
  "lowdin_charge": [-0.171, 0.015, -0.442, -0.554, 0.678, -0.030, -0.094, 0.056, 0.083, 0.111, 0.048, 0.078, -0.088, 0.077, 0.111, 0.079, 0.042]
}

---

No. 2
{
  "formula": "C4H10N2OS",
  "method": "ωB97M-V with the def2-TZVPD basis set",
  "homo_lumo_gap_ev": 7.528,
  "fmax_ev_per_a": 2.42,
  "homo_ev": -7.15,
  "smiles": "[NH3+]/C=C(\\[O-])NCCS",
  "species": ["N", "C", "C", "O", "N", "C", "C", "S", "H", "H", "H", "H", "H", "H", "H", "H", "H", "H"],
  "coordinates": [[-0.822, 0.738, 3.151], [-0.086, 0.260, 1.960], [-0.946, 0.248, 0.820], [-2.023, 0.870, 0.803], [-0.756, -0.651, -0.245], [0.495, -1.380, -0.473], [1.084, -1.262, -1.844], [1.472, 0.523, -2.142], [-1.835, 0.528, 3.052], [-0.464, 0.367, 4.035], [-0.908, 1.756, 3.275], [0.966, 0.482, 2.080], [-1.252, -0.221, -1.039], [1.215, -1.023, 0.336], [0.213, -2.409, -0.208], [0.517, -1.726, -2.629], [1.977, -1.915, -1.806], [0.374, 1.317, -1.928]],
  "lowdin_charge": [0.081, -0.141, -0.589, -0.048, 0.001, -0.328, -0.524, 0.671, 0.152, 0.148, 0.146, 0.070, 0.126, 0.114, 0.114, 0.059, 0.089, -0.139]
}

---

No. 3
{
  "formula": "C14H22O2",
  "method": "ωB97M-V with the def2-TZVPD basis set",
  "homo_lumo_gap_ev": 9.549,
  "fmax_ev_per_a": 17.13,
  "homo_ev": -8.89,
  "species": ["C", "C", "C", "H", "H", "C", "C", "H", "C", "C", "H", "H", "H", "C", "H", "H", "H", "C", "H", "H", "C", "C", "O", "C", "C", "H", "H", "C", "O", "H", "H", "H", "H", "H", "H", "H", "H", "H"],
  "coordinates": [[0.719, 2.269, -2.498], [0.870, 1.649, -1.336], [0.472, 2.135, -0.026], [1.295, 2.099, 0.636], [0.294, 3.473, -0.337], [-0.712, 1.819, 0.414], [-0.544, 0.503, 1.102], [0.179, 0.204, 1.514], [-1.902, -0.165, 1.840], [-1.543, -0.280, 3.429], [-2.210, -0.968, 3.922], [-1.267, 0.553, 3.723], [-0.757, -0.793, 3.433], [-3.119, 0.605, 1.867], [-3.513, 0.842, 0.692], [-2.918, 1.721, 2.346], [-3.997, 0.315, 2.376], [-1.868, -1.370, 1.164], [-2.989, -1.811, 0.728], [-1.458, -2.324, 1.749], [-0.920, -0.913, 0.044], [0.547, -1.819, 0.038], [0.937, -2.364, 1.025], [1.048, -2.034, -1.305], [0.886, -0.962, -2.371], [-0.026, -0.428, -2.455], [1.512, -0.796, -3.112], [1.749, 0.199, -1.429], [3.144, 0.706, -1.988], [3.581, -0.113, -1.870], [1.880, -0.072, -0.417], [1.758, -2.531, -1.387], [0.184, -2.755, -1.839], [-1.339, -0.533, -0.863], [-1.492, 1.798, -0.406], [-1.050, 2.213, 1.246], [0.856, 1.800, -3.635], [0.360, 3.232, -2.449]],
  "lowdin_charge": [0.046, -0.246, -0.252, 0.129, 0.212, -0.262, -0.023, 0.017, -0.536, 0.029, 0.106, 0.003, -0.002, -0.087, 0.146, 0.141, 0.054, -0.185, 0.181, 0.157, -0.021, -0.358, 0.117, -0.133, -0.037, 0.080, 0.054, -0.120, -0.061, 0.035, 0.094, -0.005, 0.209, 0.106, 0.172, 0.077, 0.146, 0.017]
}

---

No. 4
{
  "formula": "C4H4CsMgO5",
  "method": "ωB97M-V with the def2-TZVPD basis set",
  "homo_lumo_gap_ev": 7.686,
  "fmax_ev_per_a": 2.64,
  "total_charge": 1,
  "homo_ev": -11.14,
  "species": ["O", "C", "O", "O", "C", "C", "H", "H", "H", "H", "O", "O", "C", "Cs", "Mg"],
  "coordinates": [[-0.187, 0.098, 0.841], [0.474, -0.777, 1.425], [0.145, -2.022, 1.301], [1.498, -0.410, 2.164], [2.155, -1.296, 3.128], [2.911, -2.466, 2.527], [1.376, -1.645, 3.824], [2.790, -0.583, 3.673], [3.836, -2.137, 2.026], [3.246, -3.082, 3.380], [4.175, -6.042, -0.682], [2.264, -5.113, 0.233], [3.182, -5.641, -0.264], [-3.499, -0.533, -0.958], [1.483, -3.488, 1.352]],
  "lowdin_charge": [-0.011, -0.769, -0.153, 0.008, -0.254, -0.229, 0.119, 0.125, 0.038, 0.033, 0.309, 0.126, -0.315, 0.963, 1.009]
}

---

No. 5
{
  "formula": "C6H14N2",
  "method": "ωB97M-V with the def2-TZVPD basis set",
  "homo_lumo_gap_ev": 8.502,
  "fmax_ev_per_a": 3.26,
  "homo_ev": -7.62,
  "species": ["C", "C", "C", "C", "N", "H", "H", "H", "H", "H", "H", "H", "H", "H", "C", "C", "N", "H", "H", "H", "H", "H"],
  "coordinates": [[-0.242, -0.838, 0.378], [2.794, -0.495, -0.072], [-0.212, -1.625, -0.923], [1.928, 0.330, 0.780], [1.803, 1.262, 1.481], [-1.496, 1.683, 1.820], [-1.204, -0.963, 0.879], [0.366, -1.317, 1.147], [2.617, -1.555, 0.114], [3.837, -0.256, 0.141], [2.598, -0.288, -1.123], [0.639, -2.303, -0.974], [-1.108, -2.235, -1.066], [-0.153, -0.973, -1.798], [-2.335, 0.891, -0.539], [-0.946, 1.089, -0.009], [-0.810, 1.869, 1.096], [0.184, 1.865, 1.465], [-0.197, 1.312, -0.765], [-2.357, 0.100, -1.285], [-3.024, 0.633, 0.266], [-2.681, 1.813, -1.012]],
  "lowdin_charge": [-0.199, -0.061, -0.182, -0.286, 0.137, 0.091, 0.051, 0.059, 0.076, 0.088, 0.088, 0.049, 0.064, 0.059, -0.078, -0.352, 0.029, 0.027, 0.109, 0.069, 0.080, 0.084]
}

---

No. 6
{
  "formula": "C4H4NO",
  "method": "ωB97M-V with the def2-TZVPD basis set",
  "multiplicity": 3,
  "homo_lumo_gap_ev": [7.449, 6.907],
  "fmax_ev_per_a": 4.00,
  "total_charge": 1,
  "homo_ev": [-13.54, -14.70],
  "s2": 2.008,
  "species": ["C", "C", "C", "C", "N", "O", "H", "H", "H", "H"],
  "coordinates": [[-2.726, 0.345, -0.012], [-1.400, 0.067, 0.022], [0.586, -0.993, 0.024], [-0.227, 1.081, 0.057], [0.810, 0.406, -0.038], [-0.807, -1.140, 0.037], [1.133, -1.241, -0.874], [1.093, -1.314, 0.905], [-0.233, 2.079, -0.162], [1.771, 0.709, 0.041]],
  "mulliken_spin": [1.074, 0.542, 0.008, 0.013, 0.087, 0.234, 0.023, 0.021, -0.001, -0.001]
}

---

Values for energy relative to the best compared isomer or geometry (same formula, charge and spin), eV, ordered as above
1.174, 3.152, 13.442, 0.000, 3.311, 1.173